# 1
The following is a quantum chemistry calculation of a 5-piece molecular cluster, C41H73BrClF9N2O16P4 overall at a distorted geometry, from OMol25.

Positions of all 147 atoms, in Å:
C 6.74859 4.79351 4.23073
C 7.19340 3.65651 3.21387
C 8.10604 4.38567 2.11488
C 8.12569 2.58657 3.90072
C 7.38977 1.53449 4.84306
C 5.81651 1.57520 4.72984
N 5.29025 1.00177 3.62044
C 3.90626 1.08334 3.70599
C 3.13054 0.45514 2.57657
C 1.68530 0.41974 2.54357
Cl 0.96867 -0.40790 1.13100
C 0.86823 1.03059 3.67573
C -0.67170 0.90790 3.56227
F -0.94955 -0.46713 3.44257
F -1.06020 1.46443 2.34943
C -1.52284 1.40006 4.79343
F -0.96867 1.01144 6.01200
F -2.71894 0.68610 4.74227
C -1.77366 2.94931 4.90503
F -2.47846 3.14045 6.09204
F -0.62604 3.70404 5.04339
C -2.63479 3.61988 3.76592
F -3.25659 4.72162 4.33296
F -1.86835 4.14334 2.74870
F -3.62334 2.85001 3.24458
C 1.62074 1.64192 4.73562
C 3.12073 1.68163 4.78718
N 3.72042 2.29302 5.87538
C 5.06260 2.23527 5.84561
Br 5.97318 3.07741 7.36893
H 7.49626 4.95761 5.05456
H 5.70984 4.63890 4.64119
H 6.70447 5.75082 3.63279
H 6.33413 3.22115 2.63495
H 7.49795 5.12304 1.52039
H 8.90477 4.94412 2.67946
H 8.60274 3.63323 1.43311
H 8.92438 3.12952 4.47782
H 8.67137 2.01182 3.09514
H 7.66509 0.51062 4.44552
H 7.74598 1.55379 5.90141
H 3.70244 -0.00562 1.72733
H 1.09366 2.08448 5.60868
C 8.82650 -7.02256 3.56460
C 9.24344 -5.58122 3.33185
O 8.40464 -4.93968 2.37849
P 6.87802 -4.51479 2.82636
O 7.21108 -3.27616 3.63104
O 6.45123 -3.71504 1.43732
C 5.94628 -2.38184 1.51075
C 7.04560 -1.35863 1.29973
O 6.31418 -5.93355 2.10357
C 4.90298 -6.20944 2.17962
C 4.06975 -5.34394 1.24861
H 7.85017 -7.07497 4.05370
H 9.55309 -7.53683 4.19513
H 8.74264 -7.55820 2.61716
H 9.24895 -5.01943 4.27029
H 10.25735 -5.56000 2.92612
H 5.42933 -2.21968 2.46104
H 5.19210 -2.27072 0.72538
H 7.95098 -1.59586 1.85795
H 6.70642 -0.36233 1.59304
H 7.33335 -1.32410 0.24542
H 4.56322 -6.10739 3.21372
H 4.77915 -7.25509 1.89222
H 3.93358 -4.34414 1.66512
H 3.07429 -5.77178 1.11075
H 4.54695 -5.23525 0.27381
C 3.14901 2.38603 -3.13004
C 3.69677 1.29762 -2.22425
O 4.34970 0.27706 -2.96954
P 5.82735 0.59342 -3.62249
O 6.66465 0.46061 -2.36794
O 6.14173 -0.92708 -4.20712
C 7.36077 -1.58574 -3.86028
C 7.17417 -2.50562 -2.66698
O 5.06260 0.92923 -5.09085
C 5.88600 1.34505 -6.19624
C 6.68295 0.20799 -6.81392
H 3.95877 2.94164 -3.61051
H 2.54083 3.09081 -2.56131
H 2.53670 1.95538 -3.92449
H 4.37691 1.71608 -1.47631
H 2.86957 0.82117 -1.69210
H 8.15331 -0.85507 -3.67918
H 7.67541 -2.17472 -4.72631
H 6.59502 -2.04067 -1.87000
H 8.14024 -2.81428 -2.26163
H 6.62661 -3.40409 -2.96400
H 6.54706 2.15562 -5.87824
H 5.20692 1.74809 -6.94969
H 7.55715 -0.02962 -6.20510
H 7.04867 0.48603 -7.80486
H 6.08169 -0.69799 -6.89930
C -7.08088 -3.53973 2.49193
C -7.37022 -3.69163 1.00914
O -7.24413 -2.45292 0.32030
P -5.73662 -1.84701 0.05082
O -5.33581 -2.73451 -1.10753
O -6.18351 -0.54213 -0.87258
C -5.58710 -0.33756 -2.15347
C -6.44216 -0.92382 -3.26123
O -5.93065 -0.86716 1.41217
C -4.83122 -0.01579 1.78775
C -4.66727 1.19176 0.87997
H -6.02970 -3.29345 2.66389
H -7.30745 -4.46392 3.02530
H -7.67657 -2.73181 2.92097
H -6.71678 -4.44390 0.55831
H -8.40183 -4.02459 0.87509
H -4.57349 -0.74595 -2.17496
H -5.48848 0.74138 -2.30332
H -6.81486 -1.91884 -3.02062
H -5.87980 -0.98007 -4.19583
H -7.32163 -0.29734 -3.43025
H -3.90888 -0.60172 1.82596
H -5.04465 0.33203 2.80038
H -4.17814 0.91079 -0.05482
H -4.04266 1.94709 1.35146
H -5.63178 1.63602 0.62945
C -9.83106 0.59396 -2.29090
C -10.36491 -0.32243 -3.37704
O -11.54132 0.20713 -3.98066
P -11.39575 1.48246 -5.00966
O -10.89140 0.73972 -6.22843
O -12.98156 1.56164 -5.49464
C -13.30191 1.54902 -6.88558
C -13.62985 0.14744 -7.36700
O -11.80459 2.50964 -3.73163
C -11.82828 3.92515 -3.99027
C -13.03603 4.36900 -4.79916
H -9.46305 1.53251 -2.71574
H -9.01090 0.11701 -1.75196
H -10.61778 0.84840 -1.57809
H -9.60253 -0.51293 -4.13764
H -10.64060 -1.28255 -2.93551
H -12.49039 1.99034 -7.46997
H -14.17291 2.19473 -7.02923
H -12.92613 -0.59549 -6.99407
H -13.63615 0.10542 -8.45846
H -14.61776 -0.15406 -7.00848
H -10.89908 4.22503 -4.48217
H -11.85940 4.41448 -3.01507
H -12.89989 4.14115 -5.85790
H -13.17886 5.44905 -4.71968
H -13.94434 3.86580 -4.46543

Computed properties:
Highest occupied orbital energy ... -9.426 eV
Structure (SMILES) ... CC(C)CCc1nc2cc(Cl)c(C(F)(F)C(F)(F)C(F)(F)C(F)(F)F)cc2nc1Br.CCOP(=O)(OCC)OCC.CCOP(=O)(OCC)OCC.CCOP(=O)(OCC)OCC.CCOP(=O)(OCC)OCC
Net charge ... 0

---

# 2
The following is a quantum chemistry calculation of a 6-piece molecular cluster, C24H66N6O6 overall at a distorted geometry, from OMol25.

Positions of all 102 atoms, in Å:
C 0.78680 1.72264 4.51723
O 1.76497 2.17728 3.60662
C 2.87001 1.32817 3.56519
C 3.88295 1.77196 2.47580
C 4.91317 0.63964 2.20604
N 4.59995 3.00233 2.84405
H 1.24119 1.42747 5.46301
H 0.22908 0.89157 4.08552
H 0.13818 2.56522 4.75695
H 3.29692 1.32950 4.56811
H 2.46118 0.33537 3.37729
H 3.34943 2.01968 1.55814
H 4.38428 -0.28828 1.98844
H 5.45046 0.42459 3.12971
H 5.67331 0.83367 1.44929
H 4.90425 3.43554 1.98392
H 3.92756 3.64058 3.24483
C -2.44356 -3.16118 -1.63496
O -3.50451 -3.33856 -0.58795
C -3.37442 -2.42087 0.49793
C -2.35874 -2.87928 1.49512
C -2.53057 -4.31429 2.02321
N -2.29614 -2.08195 2.67678
H -1.48516 -3.62136 -1.39453
H -2.41205 -2.15546 -2.05403
H -2.85055 -3.75802 -2.45119
H -3.27090 -1.46279 -0.01146
H -4.33996 -2.58911 0.97493
H -1.38567 -2.88854 1.00406
H -2.45762 -5.08406 1.25495
H -3.50711 -4.40460 2.49893
H -1.71695 -4.48215 2.72887
H -3.13627 -2.03397 3.23533
H -2.25049 -1.12676 2.35181
C 0.95946 -5.02938 3.43908
O 2.21785 -4.58285 3.05218
C 2.20777 -3.61556 2.03471
C 1.54518 -3.94607 0.69588
C 2.01185 -5.26414 0.01930
N 1.84013 -2.85709 -0.30740
H 1.04961 -5.75601 4.24654
H 0.49784 -5.59468 2.62951
H 0.41019 -4.13862 3.74397
H 1.80908 -2.66720 2.39495
H 3.26903 -3.39456 1.92081
H 0.45556 -3.92794 0.67362
H 2.04048 -6.01112 0.81257
H 2.97735 -5.23647 -0.48582
H 1.33586 -5.69317 -0.72036
H 1.52513 -3.20275 -1.20261
H 1.14175 -2.15548 -0.10720
C 2.30900 -0.14110 -6.07019
O 1.30118 -0.57424 -5.24244
C 0.96686 0.28617 -4.20753
C -0.48872 -0.13614 -3.79514
C -1.57958 0.05825 -4.89447
N -0.98265 0.51003 -2.60164
H 2.15321 0.81505 -6.56981
H 2.65177 -0.89927 -6.77432
H 3.19870 -0.06258 -5.44540
H 1.63494 0.01789 -3.38911
H 0.91528 1.32931 -4.51949
H -0.59308 -1.18693 -3.52484
H -1.72014 1.10314 -5.17118
H -2.46658 -0.42638 -4.48647
H -1.30702 -0.45961 -5.81405
H -1.97259 0.56438 -2.79440
H -0.60006 1.44405 -2.56552
C -3.79079 5.00692 -0.41121
O -2.80814 4.32635 -1.20020
C -1.72184 5.08594 -1.60231
C -0.50072 4.21425 -1.86282
C 0.87725 4.95848 -1.98406
N -0.60143 3.49272 -3.10973
H -4.62593 4.32501 -0.25104
H -4.01434 5.89109 -1.00817
H -3.43468 5.34419 0.56221
H -1.91123 5.63995 -2.52171
H -1.39041 5.73326 -0.79038
H -0.51478 3.44033 -1.09537
H 1.71327 4.29443 -2.20362
H 0.94817 5.48940 -1.03475
H 0.97173 5.74986 -2.72763
H -0.69483 4.21233 -3.81225
H -1.52277 3.08693 -3.19082
C -3.37088 1.32436 1.99098
O -2.28228 0.54614 1.64044
C -1.14340 1.25139 1.27006
C 0.05654 0.36332 0.92624
C 1.08860 1.17442 0.09934
N -0.27785 -0.69339 0.05962
H -3.59704 2.06683 1.22567
H -3.14085 1.82732 2.93025
H -4.26449 0.71862 2.14144
H -1.43101 1.99927 0.53109
H -0.96159 1.92395 2.10835
H 0.51839 -0.17389 1.75461
H 2.03590 0.63532 0.08895
H 1.31365 2.17505 0.46838
H 0.79456 1.39904 -0.92592
H -0.45338 -0.34174 -0.87077
H -1.13107 -1.11040 0.40347

Computed properties:
Highest occupied orbital energy ... -8.592 eV
Structure (SMILES) ... COC[C@H](C)N.COC[C@H](C)N.COC[C@H](C)N.COC[C@H](C)N.COC[C@H](C)N.COC[C@H](C)N
ΔE to the lowest compared entry with this formula, charge and spin ... 309.79 kJ/mol
Net charge ... 0

---

# 3
The following is a quantum chemistry calculation of C6H11FO in the gas phase at a distorted geometry, from OMol25.

Positions of all 19 atoms, in Å:
C 2.55284 -0.50316 -0.13435
C 1.36780 0.37956 -0.42535
F 1.54586 1.65154 0.14674
C 0.11614 -0.31941 0.04482
C -0.58758 -0.17454 1.37885
C -1.27781 0.32429 0.08784
C -2.46336 -0.31520 -0.56893
O -1.35374 1.71757 -0.01955
H 2.47347 -1.50984 -0.50532
H 3.44930 -0.10738 -0.54398
H 2.75576 -0.56802 0.90308
H 1.31589 0.55657 -1.50915
H 0.05163 -1.32587 -0.45144
H -0.31972 0.58945 2.07100
H -0.98992 -1.10561 1.80465
H -3.36843 0.17533 -0.26289
H -2.30681 -0.18331 -1.65168
H -2.49065 -1.36273 -0.33862
H -0.47067 2.08076 -0.02571

Computed properties:
Highest occupied orbital energy ... -8.970 eV
Structure (SMILES) ... C[C@H](F)[C@H]1C[C@@]1(C)O
ΔE to the lowest compared entry with this formula, charge and spin ... 87.82 kJ/mol
Net charge ... 0

---

# 4
The following is a quantum chemistry calculation of C16H32BrIrO5Si as an isolated structure at a distorted geometry, from OMol25.

Positions of all 56 atoms, in Å:
Ir -0.06248 1.37964 2.30219
O 2.16261 2.97491 5.70411
C 1.26819 2.52927 4.88410
O 1.53807 2.05879 3.78702
C -0.15056 2.62467 5.41013
O -1.04748 2.42084 4.33616
C -2.30837 1.88757 4.65079
C -2.68361 0.72975 3.61620
O -3.83091 0.40843 3.51997
O -1.67442 0.25979 3.00472
H 3.07859 2.92865 5.36678
H -0.27942 1.87076 6.19911
H -0.30769 3.60904 5.87625
H -2.33873 1.42833 5.64124
H -3.08829 2.65168 4.57171
C 0.90585 -2.03619 0.86172
C 1.55934 -1.44662 -0.39731
C 2.09291 -2.60895 -1.25642
C 2.75437 -0.61382 0.09022
Si 0.24670 -0.42143 -1.44398
Br 0.26298 1.84109 -0.02545
C 0.80954 0.30644 -3.27882
C 2.26504 0.70993 -3.10507
C -0.00773 1.51777 -3.68053
C 0.66563 -0.82475 -4.28205
C -1.71289 -0.94623 -1.40177
C -1.80396 -2.37443 -1.93307
C -2.19683 -0.88341 0.04395
C -2.55406 0.01090 -2.23339
H 1.67001 -2.55400 1.43621
H 0.13755 -2.76574 0.62866
H 0.48975 -1.24957 1.50515
H 2.64378 -3.29596 -0.62030
H 2.78402 -2.26026 -2.01785
H 1.29924 -3.17251 -1.73876
H 3.47387 -1.29264 0.54359
H 2.46573 0.11130 0.85270
H 3.25753 -0.09249 -0.71581
H 2.38212 1.45464 -2.32394
H 2.59725 1.17366 -4.03369
H 2.91692 -0.13811 -2.92647
H 0.04865 2.31149 -2.94190
H -1.04419 1.28517 -3.89044
H 0.40901 1.91109 -4.60916
H 1.27576 -1.68545 -4.02601
H 1.00189 -0.47175 -5.25784
H -0.36392 -1.14514 -4.40786
H -1.30751 -3.08704 -1.27999
H -1.39600 -2.48265 -2.93462
H -2.85339 -2.66308 -1.99171
H -1.63200 -1.50936 0.72206
H -3.22480 -1.24491 0.07196
H -2.20632 0.13471 0.42549
H -2.45382 -0.17490 -3.29715
H -2.32841 1.05139 -2.01219
H -3.60509 -0.14030 -1.98861

Computed properties:
Highest occupied orbital energy (spin up / spin down) ... -14.676 / -14.700 eV
⟨S²⟩ ... 6.018
Multiplicity ... 5
ΔE to the lowest compared entry with this formula, charge and spin ... 100.24 kJ/mol
Net charge ... +2

---

Question: Number 1 is which compound?
Answer: C41H73BrClF9N2O16P4